# C3H4ClF

A cluster of 2 separate species, C3H4ClF in total (ωB97M-V/def2-TZVPD, OMol25).

Structure (XYZ):
```
9
Properties=species:S:1:pos:R:3:forces:R:3
C 0.13414 1.76352 -0.27686 0.7 0.3 -0.4
C 0.30555 0.49306 -0.01375 0.2 -0.1 1.5
C 0.67634 -0.66471 0.50395 1.3 1.9 -1.2
F 0.38400 -1.12869 1.69986 -1.2 -0.2 1.2
H 0.82696 2.58658 0.01954 -0.4 -1.1 0.3
H -0.58933 2.13551 -0.96774 -0.7 -0.1 -0.3
H 1.54555 -1.16768 0.14512 0.1 -0.6 -0.9
Cl -1.94275 -2.46037 -0.89638 -0.1 -0.1 0.0
H -1.34045 -1.55722 -0.21372 0.0 0.0 -0.1
```
Forces are in eV/Å.

Values from the calculation:
**LUMO energy**: 0.70 eV
**Highest occupied orbital energy**: -10.029 eV
**SMILES**: C=C=CF.Cl
**Frontier orbital gap**: 10.72 eV
**Total energy**: -676.67519 hartree

Here are the natural (NBO) charges for atoms 1 to 2, given in e: -0.4014, -0.0435

***

# CH3N3O

A structure of composition CH3N3O (ωB97M-V/def2-TZVPD, OMol25).

Structure (XYZ):
```
8
Properties=species:S:1:pos:R:3:forces:R:3
C -1.45857 0.32040 -0.09553 -1.7 -0.5 2.0
N 1.86725 -0.48794 0.08317 1.9 0.8 1.4
N 0.88429 -0.89773 -0.39430 -3.5 2.0 -0.7
N -0.13566 0.58825 -0.41760 0.7 -3.6 -0.4
O -2.16136 -0.70842 -0.06480 2.5 2.2 -1.0
H -1.92242 1.26504 0.34681 0.4 -0.5 -0.7
H 2.52345 -1.24108 0.29785 0.3 -0.4 -0.4
H 0.40302 1.16148 0.24440 -0.6 0.0 -0.3
```
Forces are in eV/Å.

Values from the calculation:
**LUMO energy**: 0.41 eV
**Highest occupied orbital energy**: -9.599 eV
**Frontier orbital gap**: 10.01 eV
**Total energy**: -279.30001 hartree

Here are the natural (NBO) charges for atoms 1 to 2, given in e: 0.5057, -0.3389

***

# C32H28GdN7O2S4

A structure of composition C32H28GdN7O2S4 (ωB97M-V/def2-TZVPD, OMol25).

Structure (XYZ):
```
74
Properties=species:S:1:pos:R:3:forces:R:3
Gd 0.37905 -1.01820 0.39863 0.1 -1.8 -0.7
C -4.94987 -0.64304 2.77814 0.0 0.0 0.0
C -4.49133 -2.09109 2.90932 0.1 0.0 0.1
N -3.11838 -2.21848 3.37131 -0.2 0.0 -0.1
C -2.00671 -2.05611 2.61933 0.1 0.1 0.1
S -2.18866 -1.98448 0.90102 0.2 0.1 0.0
N -0.90467 -1.98539 3.34832 -0.1 -0.1 0.0
N 0.27572 -1.81313 2.71235 -0.2 0.0 0.4
C 1.30578 -1.65578 3.47066 0.1 0.0 0.1
C 1.24045 -1.68826 4.96830 0.1 0.0 0.0
C 2.61494 -1.40003 2.82731 -0.1 0.0 0.1
C 3.76279 -1.29021 3.60373 0.2 -0.1 0.1
C 4.98264 -1.05822 2.99369 0.0 0.0 0.1
C 5.03232 -0.93851 1.61709 0.0 0.0 0.0
C 3.84539 -1.04090 0.91510 0.0 0.0 0.0
N 2.66505 -1.25761 1.49338 0.1 0.1 0.1
H -5.96088 -0.59824 2.36554 0.0 0.0 0.0
H -4.27949 -0.09584 2.11133 0.0 0.0 0.0
H -4.95292 -0.14583 3.75059 0.0 0.0 0.0
H -4.58650 -2.60570 1.95611 0.0 0.0 0.0
H -5.11504 -2.62240 3.62866 0.0 0.0 0.0
H -2.94143 -2.18861 4.36272 0.0 0.0 0.0
H 0.21361 -1.81860 5.28165 0.0 0.0 0.0
H 1.62855 -0.75421 5.38394 0.0 0.0 0.0
H 1.84139 -2.51000 5.36872 0.0 0.0 0.0
H 3.69840 -1.39602 4.67652 0.0 0.0 0.0
H 5.88301 -0.97219 3.58988 0.0 0.0 0.0
H 5.95950 -0.75835 1.09099 0.0 0.0 0.0
H 3.83701 -0.94157 -0.16051 0.0 0.0 0.0
S 0.88497 -3.76955 -0.40486 0.1 0.0 -0.1
C -0.10282 -3.13386 -1.63921 0.0 0.1 -0.1
N -0.41340 -1.85852 -1.71788 -0.4 -0.1 -0.5
C -1.17942 -1.55153 -2.83185 0.1 0.0 0.2
C -1.61732 -0.27756 -3.18697 0.0 0.0 0.0
C -2.37530 -0.13017 -4.33617 0.0 0.0 0.0
C -2.69652 -1.23325 -5.13133 0.0 0.0 0.0
C -2.25877 -2.50279 -4.78867 0.0 0.0 0.0
C -1.49697 -2.65038 -3.63544 0.0 -0.1 0.0
S -0.78625 -4.08326 -2.94379 0.0 -0.1 -0.1
H -1.35240 0.57140 -2.56594 0.0 0.0 0.0
H -2.72133 0.85443 -4.62550 0.0 0.0 0.0
H -3.29145 -1.09624 -6.02578 0.0 0.0 0.0
H -2.50455 -3.35942 -5.40494 0.0 0.0 0.0
O -0.54765 0.66295 1.76440 -0.1 0.7 0.2
S -0.05411 1.85640 1.05762 0.0 0.3 0.0
O 0.76229 2.76894 1.80408 0.0 0.1 0.0
N 0.62244 1.21427 -0.21780 0.4 0.8 0.0
C 1.59284 1.83613 -1.00888 -0.2 -0.1 0.1
C 1.86368 3.18084 -1.07598 0.0 0.0 0.0
C 2.84784 3.67813 -1.95961 -0.1 0.0 0.1
C 3.55191 2.84929 -2.78002 0.0 -0.1 0.0
C 3.30628 1.45521 -2.73299 0.0 0.0 0.0
C 3.98172 0.52176 -3.55259 0.0 0.1 0.0
C 3.69076 -0.80650 -3.45314 0.0 -0.1 0.0
C 2.73471 -1.22237 -2.50452 0.0 -0.1 0.0
N 2.09898 -0.39190 -1.71782 -0.1 0.2 0.2
C 2.34668 0.94543 -1.83613 0.0 -0.1 0.0
C -1.49215 2.71746 0.50871 -0.1 0.0 0.0
C -2.53101 1.98516 -0.06121 0.0 0.1 0.1
C -3.64378 2.65949 -0.53138 0.0 0.0 0.0
C -3.71313 4.04570 -0.42744 0.0 0.0 0.0
C -2.67626 4.76156 0.15203 0.0 0.0 0.0
C -1.55264 4.09647 0.62822 0.0 0.0 0.0
H 1.31570 3.86774 -0.44592 0.0 0.0 0.0
H 3.03442 4.74508 -1.98630 0.0 0.0 0.0
H 4.29600 3.23658 -3.46565 0.0 0.0 0.0
H 4.72337 0.87902 -4.25844 0.0 0.0 0.0
H 4.18277 -1.54226 -4.07518 0.0 0.0 0.0
H 2.50170 -2.27599 -2.37575 0.0 0.0 0.0
H -2.47961 0.90360 -0.10798 0.0 0.0 0.0
H -4.46073 2.10319 -0.97400 0.0 0.0 0.0
H -4.58652 4.56919 -0.79676 0.0 0.0 0.0
H -2.74125 5.83885 0.23871 0.0 0.0 0.0
H -0.73344 4.62825 1.09624 0.0 0.0 0.0
```
Forces are in eV/Å.

Values from the calculation:
**LUMO energy (alpha / beta)**: -0.13 / -2.12 eV
**Multiplicity**: 8
**Highest occupied orbital energy (alpha / beta)**: -7.450 / -7.438 eV
**Frontier orbital gap (alpha / beta)**: 7.32 / 5.32 eV
**Total energy**: -4128.57935 hartree

Here are the Löwdin charges for atoms 1 to 2, given in e: 1.2445, -0.0897

***

# C5H11NO

The molecule C5H11NO (ωB97M-V/def2-TZVPD, OMol25).

Structure (XYZ):
```
18
Properties=species:S:1:pos:R:3:forces:R:3
C 1.07958 0.19405 2.02026 -1.0 -2.8 -0.1
C 1.25666 -0.14702 0.72827 0.2 3.8 0.7
N 2.14764 0.74434 -0.03208 0.2 -0.3 -0.3
C 0.38639 -0.99882 -0.10968 0.3 -2.8 -0.8
C -0.42400 -0.34772 -1.30132 1.0 -0.7 1.9
C -1.48270 0.55436 -0.71141 -0.2 0.6 0.2
O -2.66420 -0.23295 -0.53329 0.0 -0.1 -0.6
H 0.43785 -0.52419 2.54549 -0.2 0.6 0.2
H 1.58569 0.89110 2.67438 0.4 0.1 -0.6
H 3.10842 0.62752 0.27125 0.0 -0.3 -0.1
H 1.94446 1.70135 0.22857 -0.2 0.0 -0.1
H -0.20050 -1.68135 0.53000 -0.2 0.6 -0.2
H 1.08044 -1.71434 -0.60290 -0.2 0.2 0.1
H -0.94101 -1.09712 -1.92281 0.3 0.0 0.5
H 0.39276 0.06260 -1.89043 -0.5 0.8 -0.2
H -1.28217 0.93948 0.29279 0.9 0.0 -0.1
H -1.60531 1.44324 -1.33392 -0.6 -0.1 -0.3
H -3.20376 0.18750 0.13570 -0.1 0.1 0.1
```
Forces are in eV/Å.

Values from the calculation:
**LUMO energy**: 0.91 eV
**Highest occupied orbital energy**: -9.339 eV
**SMILES**: C=C(N)CCCO
**Frontier orbital gap**: 10.25 eV
**Total energy**: -327.04547 hartree

Here are the natural (NBO) charges for atoms 1 to 2, given in e: -0.4443, 0.1855